Record 1
# C19H20BNO5

C19H20BNO5 in the gas phase in a non-equilibrium geometry (ωB97M-V/def2-TZVPD, the OMol25 dataset).

## Properties
Orbital gap: 9.02 eV
Energy relative to the best compared isomer or geometry (same formula, charge and spin): 48.95 kJ/mol
Maximum force: 2.33 eV/A
SMILES string: CO[C@@H](C(=O)N[C@@H](Cc1coc2ccccc12)B(O)O)c1ccccc1
Net charge: 0
Total energy: -1191.92165 Eh
HOMO level: -8.46 eV

Element x y z (Å)
O: 0.5561 1.0939 -2.4646
O: -0.3165 -0.9453 -4.1782
O: -0.5614 -3.2586 -3.5061
O: 0.4910 -1.8894 2.7419
O: 0.2002 2.8446 -0.2645
B: -0.2173 -1.9696 -3.2403
C: -0.1968 0.7794 -1.5672
C: 0.1279 -2.6405 1.6849
C: 0.8061 -2.3343 0.5384
C: -3.1459 0.1889 2.4600
C: 2.8153 0.9197 2.1397
C: 3.1158 0.6209 0.7963
C: -1.7822 0.2944 2.5850
C: -3.7440 0.7111 1.3182
C: 2.0375 0.0979 2.9046
C: 2.5966 -0.4797 0.1719
C: -1.0273 0.9149 1.6182
C: -2.9480 1.2568 0.3183
C: 1.4406 -1.0095 2.2697
C: 1.6995 -1.2864 0.8752
C: -1.5848 1.3704 0.4514
N: -0.4967 -0.5464 -1.2711
C: 0.8188 3.6172 -1.2851
C: 0.4045 -2.7656 -0.8437
C: -0.7893 1.9009 -0.7245
C: 0.3016 -1.6264 -1.8046
H: 0.0273 -0.1621 -3.7183
H: -0.8623 -3.2623 -4.4193
H: -0.7048 -3.3708 1.7081
H: -3.7434 -0.3068 3.2212
H: 3.3065 1.7764 2.6082
H: 3.8215 1.2500 0.2895
H: -1.2436 -0.0497 3.4516
H: -4.8078 0.7360 1.1992
H: 1.8038 0.2726 3.9273
H: 2.9507 -0.7426 -0.7928
H: 0.0193 1.1490 1.7795
H: -3.3472 1.7531 -0.5207
H: -1.0385 -0.7664 -0.4669
H: 1.7737 3.9707 -0.9081
H: 1.0071 3.0691 -2.2147
H: 0.1148 4.4201 -1.5039
H: 1.0347 -3.5951 -1.2294
H: -0.5839 -3.2406 -0.7566
H: -1.4330 2.4531 -1.3639
H: 1.3040 -1.2127 -2.0141

Atomic forces in eV per Å
O 0.4837 -0.6666 -1.1575
O 0.0148 -1.3392 0.8269
O -0.1118 0.2896 -0.5431
O 0.5904 0.5627 0.4735
O 0.0564 -1.6227 0.0328
B -0.1825 0.5282 -0.5256
C -0.2486 -1.4776 1.3440
C -0.4181 -0.6837 -1.9507
C -0.8407 -0.4504 0.2663
C -0.7066 -0.2945 -0.2807
C 0.8824 0.3865 -0.2136
C 0.0801 0.2335 0.7708
C 0.6083 0.1257 0.5135
C 0.4064 0.0565 -0.1155
C -1.2093 -1.5875 -0.2096
C -0.0556 -0.1075 0.6285
C 1.2577 0.5564 -0.0622
C -0.2114 0.1587 0.6610
C 0.8149 0.1973 -1.9168
C -0.1795 0.7337 2.1504
C -0.0566 0.1447 -0.5142
N 0.4425 2.2589 -0.3419
C -0.4375 0.0310 -0.4528
C -0.1869 -1.5839 0.7413
C 0.4944 0.3481 1.5492
C 1.0330 0.4016 -1.1169
H 0.1176 0.4920 -0.3572
H -0.1600 -0.4640 -0.2889
H 0.6754 0.7435 0.7577
H 0.0881 0.1888 -0.0670
H -0.2870 -0.2104 -0.1762
H 0.1491 0.2015 -0.2613
H -0.1948 -0.1839 0.3096
H -0.4221 -0.1590 0.0179
H 0.0459 0.3314 0.7105
H -0.0193 -0.1055 -0.8277
H -0.0066 -0.3695 0.0440
H -0.9392 0.1551 -0.9953
H -0.3868 0.2045 0.6328
H -0.1150 0.2319 0.1925
H -0.0428 0.0818 0.4660
H 0.2835 0.5055 -0.1516
H -0.0957 0.7334 -0.0190
H 0.0734 0.0351 -0.0261
H -0.9588 0.3954 -0.8236
H -0.1249 -0.0068 0.3056

***

Record 2
# C19H20BNO5

C19H20BNO5 in the gas phase in a non-equilibrium geometry (ωB97M-V/def2-TZVPD, the OMol25 dataset).

## Properties
Orbital gap: 8.62 eV
Energy relative to the best compared isomer or geometry (same formula, charge and spin): 150.16 kJ/mol
Maximum force: 5.19 eV/A
SMILES string: O=C(N[C@@H](Cc1coc2ccccc12)B(O)O)[C@H](CO)c1ccccc1
Net charge: 0
Total energy: -1191.88310 Eh
HOMO level: -8.27 eV

Element x y z (Å)
O: -0.4883 0.2195 1.7723
O: 2.0925 -0.5320 1.7119
O: 3.7365 -0.6809 -0.1299
O: 0.1580 -2.8108 -3.9715
O: 1.0630 3.4950 2.4008
B: 2.4022 -0.4748 0.3869
C: -0.3434 1.2096 1.0371
C: 0.0282 -1.5869 -3.4466
C: 1.0831 -1.3517 -2.5369
C: -5.1727 2.2853 2.4483
C: 2.5356 -5.2595 -2.6029
C: 3.3022 -4.3148 -1.9079
C: -4.4741 1.1310 2.0769
C: -4.5199 3.5242 2.4979
C: 1.4888 -4.8358 -3.3518
C: 2.8569 -3.0278 -1.6975
C: -3.1285 1.1622 1.7765
C: -3.1822 3.5824 2.0959
C: 1.1676 -3.4489 -3.2738
C: 1.7483 -2.5761 -2.3894
C: -2.5036 2.4071 1.7691
N: 0.4926 1.1870 -0.0573
C: -0.2457 2.9765 2.6948
C: 1.3488 0.0328 -2.0020
C: -1.0158 2.4631 1.4680
C: 1.1310 -0.0067 -0.5002
H: 1.1345 -0.3287 1.7750
H: 4.5163 -0.7553 0.3909
H: 1.4755 2.8547 1.7817
H: -0.4813 -0.7551 -3.8369
H: -6.2239 2.2662 2.6471
H: 2.8171 -6.3387 -2.5424
H: 4.2511 -4.5735 -1.4027
H: -4.9993 0.1299 2.1336
H: -5.1882 4.3554 2.7976
H: 1.0253 -5.4857 -4.0819
H: 3.3895 -2.3910 -1.0275
H: -2.6756 0.2042 1.4257
H: -2.6450 4.5507 2.1387
H: 0.7649 2.0698 -0.6049
H: -0.2891 2.0393 3.3568
H: -0.8025 3.8174 3.1983
H: 0.5582 0.6604 -2.4593
H: 2.3123 0.3938 -2.2978
H: -0.8437 3.2535 0.7586
H: 0.3428 -0.7360 -0.4191

Atomic forces in eV per Å
O 0.6666 0.1254 -0.9558
O 0.7900 -0.1335 -0.6228
O -3.3049 0.9708 -0.4697
O -0.6868 -1.3630 -0.2135
O -0.6207 -1.2674 -0.5351
B 1.5272 0.3232 0.6437
C 0.3513 -0.7778 -0.0585
C 4.4722 0.7253 2.5264
C -2.5082 1.2883 -1.7831
C 0.9664 0.1024 -0.3247
C 1.3533 -1.0554 0.2959
C 0.5251 0.0760 1.4982
C -1.4815 -1.0796 0.8066
C -0.8207 -0.6352 -0.4254
C -0.9718 1.4401 -1.0566
C 0.8901 -0.6769 -0.0336
C -0.6475 -0.4066 -0.7694
C -0.1040 0.6007 0.7511
C -1.0028 -1.4160 -0.8121
C 0.5329 -0.3631 -0.0615
C 0.9039 -0.8143 -0.1339
N -0.1614 3.3845 0.3807
C -0.4812 -0.5415 1.6044
C -1.2799 -0.7783 -0.2534
C 0.2231 2.0885 -0.3842
C 0.9144 -1.1640 -1.0139
H -0.0729 -0.3203 0.6077
H 0.4285 -0.0994 1.1802
H -0.0518 0.5397 0.6600
H -1.3011 0.0998 -1.0670
H -0.3881 -0.2467 0.2563
H -0.2016 1.0844 -0.3833
H -0.7714 -0.2413 -0.2880
H 0.5791 1.3336 -0.3147
H 1.1103 -0.1435 -0.2980
H -0.3883 0.0116 0.2536
H 0.2599 0.1444 -0.0728
H -0.0917 1.2488 0.6498
H -0.3226 -0.7295 -0.1991
H -1.0646 -1.6925 1.5095
H 0.6823 1.5237 -0.2168
H 0.5983 -0.9910 -0.5833
H 0.4787 -0.0140 0.1716
H 0.6630 0.2632 -0.1346
H -0.0598 0.3307 -0.8780
H -0.1311 -0.7542 0.5472

***

Record 3
# C19H20BeN2

A molecular structure, C19H20BeN2 in a non-equilibrium geometry (ωB97M-V/def2-TZVPD, the OMol25 dataset).

## Properties
Orbital gap: 3.33 eV
Energy relative to the best compared isomer or geometry (same formula, charge and spin): 0.00 kJ/mol
Maximum force: 4.33 eV/A
Net charge: -2
Total energy: -860.09851 Eh
HOMO level: 1.81 eV

Element x y z (Å)
C: -0.1530 1.4967 -3.7005
C: 1.2524 1.6768 -3.5650
C: 1.4952 2.3676 -2.3319
C: 0.2340 2.6173 -1.7205
C: -0.7891 2.0717 -2.5580
Be: 0.0171 -1.3423 -1.1294
N: -3.0572 0.7419 -0.6688
C: 0.5485 -2.6272 -1.8215
C: 1.5721 -1.6438 -2.1103
H: 2.4655 2.6602 -1.9395
H: 2.0133 1.3561 -4.2740
H: 0.0660 3.1410 -0.7845
H: -1.8465 2.1006 -2.3702
H: -0.6645 1.0103 -4.5273
H: 1.5920 -1.1978 -3.1306
H: 0.6317 -3.4081 -1.0585
H: -3.6127 1.4059 -1.2172
H: 2.5358 -1.5686 -1.6078
H: -0.2381 -2.7747 -2.5656
C: -1.8575 2.9244 2.0503
C: -2.5058 2.3856 0.9454
C: -2.1149 1.2020 0.2685
C: -0.8909 0.5435 0.8117
C: -0.2374 1.1384 1.9391
C: -0.7246 2.3018 2.5634
N: -0.3104 -0.6509 0.3585
C: 0.4043 -1.5190 1.2938
C: 1.7963 -1.7744 1.1535
C: 2.4606 -2.6630 2.0035
C: 1.7595 -3.2913 3.0372
C: 0.3996 -3.0247 3.2328
C: -0.2664 -2.1169 2.3948
H: -2.2690 3.8154 2.5055
H: -3.4635 2.7931 0.6632
H: -3.3687 -0.2220 -0.6410
H: 0.6367 0.6852 2.4178
H: -0.2170 2.7309 3.4548
H: 2.3599 -1.1967 0.4156
H: 3.5283 -2.8265 1.8839
H: 2.2801 -3.9920 3.7034
H: -0.1463 -3.4828 4.0650
H: -1.3154 -1.8437 2.5607

Atomic forces in eV per Å
C 0.3745 0.4389 0.5444
C -0.4544 0.5811 0.5884
C -0.9398 -0.1909 -0.7173
C -0.0069 -0.3035 -0.7679
C 1.4102 0.1621 -0.2272
Be 0.9762 3.4096 1.0464
N 0.2261 -0.7775 -0.4718
C -1.8116 -3.9356 -0.0417
C 0.3861 2.6854 -0.7444
H -0.0906 -0.1017 -0.0130
H -0.1213 -0.0772 0.1577
H 0.0418 -0.1284 0.0023
H -0.1442 0.0020 -0.0068
H 0.0874 -0.0231 0.0678
H 0.0596 -0.4401 0.7733
H 0.3107 -0.5097 -0.5705
H 0.7024 -0.6431 0.6768
H -0.1368 -0.4073 -0.0536
H 0.3895 -0.7318 -0.4871
C 0.2721 0.0686 -0.0910
C 0.5032 -1.1663 -0.1553
C 0.6640 0.6856 2.2692
C 0.2326 -0.6026 -0.0395
C -1.1215 1.0393 0.3950
C 0.2134 -0.2187 -0.1153
N -0.3748 -0.6347 0.4000
C -0.4212 0.9488 0.1015
C -0.3481 0.3903 0.1473
C -0.7627 0.2370 0.1286
C 0.1027 -0.3221 0.1098
C -0.0969 0.6056 -0.2604
C 0.3960 -0.0688 -0.4421
H 0.0325 0.0941 0.1030
H -0.1436 0.2439 -0.2070
H 0.3263 0.4309 -0.1498
H -0.2999 -0.0943 -0.6655
H -0.3005 -0.4204 -0.7065
H -0.4119 -0.3619 0.0536
H -0.1242 -0.0163 -0.0152
H -0.2204 0.2727 -0.2519
H 0.2306 0.1008 -0.2844
H 0.3933 -0.2208 -0.0798

***

Record 4
# C19H20BrIrN4O5

A molecular structure, C19H20BrIrN4O5 in a non-equilibrium geometry (ωB97M-V/def2-TZVPD, the OMol25 dataset).

## Properties
Orbital gap (alpha / beta): 6.85 / 6.42 eV
Maximum force: 2.48 eV/A
Spin multiplicity: 6
Net charge: +1
Total energy: -4009.15045 Eh
HOMO level (alpha / beta): -9.50 / -11.27 eV

Element x y z (Å)
Ir: 0.1270 -0.2086 0.1319
O: -3.1365 4.4347 0.7472
C: -2.3307 4.1720 1.8143
C: -2.1166 5.0873 2.8386
C: -1.2726 4.7695 3.8882
C: -0.6394 3.5395 3.9353
C: -0.8579 2.6206 2.9250
C: -1.6898 2.9331 1.8653
C: -1.9388 1.9282 0.7379
O: -1.5748 0.6824 1.0305
N: -1.2323 2.4442 -0.4533
N: -0.5148 1.5528 -1.1313
C: -0.0623 1.7507 -2.3758
C: 0.4640 0.7321 -3.1174
Br: 0.3972 -1.0636 -2.2687
C: 1.0808 0.7098 -4.3960
C: 0.7275 1.3968 -5.5593
C: 1.5554 1.2253 -6.7051
C: 1.2663 1.8596 -7.8852
C: 0.1439 2.6794 -7.9884
C: -0.6859 2.8579 -6.8822
C: -0.4097 2.2378 -5.6887
H: -3.6372 5.2460 0.9082
H: -2.6158 6.0464 2.8111
H: -1.1069 5.4848 4.6782
H: 0.0097 3.2894 4.7585
H: -0.4167 1.6370 2.9504
H: -3.0288 1.9781 0.5086
H: -1.6615 3.2298 -0.9338
H: -0.0600 2.7528 -2.7963
H: 1.8912 -0.0013 -4.4915
H: 2.4199 0.5838 -6.6221
H: 1.9094 1.7198 -8.7392
H: -0.0865 3.1640 -8.9248
H: -1.5597 3.4857 -6.9689
H: -1.0790 2.3586 -4.8501
N: 2.0927 0.6490 1.2370
N: 2.1480 0.1457 2.5544
C: 1.4487 -0.9102 3.0481
O: 1.4604 -1.2234 4.1940
O: 0.6644 -1.6187 2.1384
H: 2.9145 0.3382 0.7069
H: 2.0667 1.6689 1.2605
H: 2.7397 0.6145 3.2319
C: 0.3991 -3.4198 0.6222
C: 1.2301 -2.2578 1.0416
O: 2.3076 -1.9363 0.6072
H: 0.7385 -3.7945 -0.3414
H: 0.5101 -4.2042 1.3727
H: -0.6526 -3.1418 0.5916

Atomic forces in eV per Å
Ir -1.3038 2.1030 0.1747
O -0.1517 0.0889 -0.2219
C 0.4844 -0.1142 0.6758
C -0.1410 -0.0199 -0.1907
C 0.0516 -0.0161 0.0204
C 0.1024 -0.0569 0.0557
C -0.1287 0.1769 -0.1464
C -0.2492 -0.1233 -0.4282
C -0.8546 1.1567 0.4105
O 1.4812 -1.9420 -0.0823
N 0.3962 -0.2683 -1.0631
N -0.4084 -0.3361 1.7362
C 0.7185 -0.3806 -1.4136
C -0.7403 0.7331 1.0814
Br 0.0014 0.2713 -0.1543
C 0.3546 -0.5019 -0.3371
C -0.2241 0.1845 -0.4012
C -0.1646 0.0567 0.2520
C -0.0190 0.0445 -0.0849
C -0.0041 -0.0397 0.1239
C -0.0305 0.0895 -0.1654
C 0.2009 -0.1892 0.1662
H 0.1024 -0.1365 -0.0698
H -0.0335 0.1014 0.0028
H -0.0312 0.1060 0.0653
H 0.0527 -0.0004 0.1452
H 0.0643 -0.1436 0.0743
H 0.4187 -0.0983 -0.1058
H 0.0755 -0.0339 -0.0936
H 0.0662 0.0164 -0.0678
H 0.2231 0.0948 0.0246
H 0.0983 -0.0533 -0.0242
H 0.0677 -0.0242 -0.1099
H -0.0189 0.0584 -0.0462
H -0.0827 0.0428 -0.0039
H -0.0691 0.0180 0.0468
N -0.2732 -0.2494 -0.1767
N 0.1959 0.4811 -0.0974
C 0.3522 0.2347 0.2640
O -0.0370 -0.0992 -0.0682
O -0.4047 -0.0502 -0.0448
H -0.3136 0.0603 0.2422
H -0.1141 -0.2299 0.1198
H -0.0973 -0.1136 -0.1914
C -0.1733 -0.1614 -0.0693
C 0.6335 -0.5859 0.0446
O -0.0607 -0.1457 0.0311
H -0.0068 0.0779 0.0641
H 0.0253 -0.0012 0.0293
H -0.0307 -0.0823 0.0070

***

Record 5
# C19H20CaN3O8P2S2

A molecular structure, C19H20CaN3O8P2S2 in a non-equilibrium geometry (ωB97M-V/def2-TZVPD, the OMol25 dataset).

## Properties
Orbital gap: 7.04 eV
Energy relative to the best compared isomer or geometry (same formula, charge and spin): 30.69 kJ/mol
Maximum force: 2.09 eV/A
Net charge: -1
Total energy: -3659.39562 Eh
HOMO level: -4.75 eV

Element x y z (Å)
Ca: -0.3336 0.2678 0.5206
O: -1.6174 1.8981 1.4906
N: -1.9793 3.0426 0.9567
C: -3.1095 3.6100 1.4347
C: -3.5726 4.8112 0.9754
C: -2.8409 5.4606 -0.0238
C: -1.7014 4.8736 -0.5052
C: -1.2295 3.6283 -0.0320
S: 0.1717 2.8787 -0.6373
H: -3.5904 3.0179 2.1979
H: -4.4837 5.2221 1.3848
H: -3.1716 6.4127 -0.4188
H: -1.1144 5.3407 -1.2827
C: -4.1838 -1.5014 0.8370
C: -3.2307 -2.2822 -0.0525
O: -3.8608 -3.5225 -0.4387
P: -1.6874 -2.7189 0.8561
O: -0.7476 -3.3910 -0.1047
O: -2.2616 -3.7897 1.9271
O: -1.1929 -1.5302 1.6345
P: -2.7467 -1.3800 -1.5799
O: -4.0139 -0.4268 -1.9467
O: -2.6179 -2.4051 -2.6627
O: -1.6132 -0.4662 -1.2054
H: -4.3944 -2.0689 1.7452
H: -5.1159 -1.3108 0.3047
H: -3.7377 -0.5489 1.1253
H: -3.4915 -3.7170 -1.3167
H: 0.1872 -2.7944 -0.9218
H: -2.7476 -4.4624 1.4310
H: -4.5031 -0.8576 -2.6559
S: 2.1644 -0.8596 -0.6304
C: 1.6410 -1.7399 -1.9909
C: 2.2126 -1.6268 -3.2765
C: 1.7151 -2.3553 -4.3250
C: 0.6318 -3.2259 -4.1397
C: 0.1053 -3.3293 -2.8820
N: 0.6200 -2.6206 -1.8631
H: 3.0305 -0.9335 -3.4021
H: 2.1569 -2.2448 -5.3083
H: 0.2053 -3.7900 -4.9549
H: -0.7518 -3.9326 -2.6224
N: 1.5537 0.6563 2.2894
C: 2.6867 0.8198 2.3589
C: 4.1067 1.0283 2.4367
C: 4.9072 0.6785 1.3516
C: 6.2748 0.8860 1.4329
C: 6.8346 1.4329 2.5790
C: 6.0296 1.7787 3.6564
C: 4.6616 1.5784 3.5899
H: 4.4505 0.2508 0.4673
H: 6.9043 0.6177 0.5949
H: 7.9042 1.5914 2.6340
H: 6.4676 2.2057 4.5488
H: 4.0195 1.8439 4.4186

Atomic forces in eV per Å
Ca 0.0656 0.1569 -0.0364
O -0.0599 -0.0783 -0.0534
N -0.0011 0.0242 0.0354
C -0.0030 0.0136 0.0027
C -0.0029 -0.0126 0.0098
C 0.0129 0.0007 -0.0090
C -0.0129 0.0198 -0.0034
C 0.0262 -0.0074 -0.0118
S 0.0481 -0.0134 0.0381
H 0.0007 -0.0002 0.0009
H -0.0003 0.0017 -0.0001
H -0.0001 0.0000 0.0002
H 0.0008 -0.0023 -0.0001
C 0.0255 -0.0079 0.0227
C 0.0072 -0.0359 -0.0017
O 0.0236 -0.0384 0.0490
P -0.4002 0.2990 0.3556
O -0.8369 -0.7212 1.2202
O 0.1434 0.0055 -0.0921
O 0.0581 -0.2298 -0.0750
P 0.0519 0.0850 -0.1584
O -0.0040 -0.0022 0.0459
O -0.0657 0.0022 0.0866
O -0.0239 -0.0382 -0.0249
H -0.0058 0.0007 0.0026
H 0.0167 -0.0066 -0.0059
H -0.0057 0.0002 -0.0045
H -0.0217 0.0271 -0.0451
H -0.3798 -0.0721 0.1555
H -0.0368 -0.0220 0.0025
H 0.0045 -0.0012 -0.0045
S 0.0834 0.1915 0.2332
C -0.2321 -0.3683 -0.3784
C 0.0149 0.1218 0.1120
C -0.1154 -0.1051 -0.0118
C 0.0952 0.0250 -0.0784
C 0.1010 0.1736 0.2041
N 1.3520 0.5834 -1.4770
H 0.0176 0.0110 -0.0233
H -0.0022 -0.0057 -0.0064
H -0.0037 0.0113 -0.0191
H 0.0851 0.0050 -0.0172
N 0.0319 0.0005 -0.0608
C -0.0261 0.0266 0.0450
C -0.0089 -0.0059 -0.0057
C -0.0054 -0.0046 -0.0029
C -0.0007 -0.0041 -0.0079
C -0.0015 0.0004 0.0013
C -0.0010 0.0003 0.0002
C 0.0002 0.0010 -0.0019
H -0.0070 -0.0059 -0.0064
H -0.0011 0.0006 0.0004
H -0.0006 0.0000 -0.0003
H 0.0001 0.0005 0.0001
H -0.0001 0.0005 -0.0004